Density functional theory data (ωB97M-V/def2-TZVPD) for the ion C6H17N2 with charge +1 in a non-equilibrium geometry.

```
25
Properties=species:S:1:pos:R:3:nbo_charge:R:1
C 2.10540 1.56059 -1.09542 -0.67
C 2.19878 0.20360 -0.49099 -0.21
N 0.90090 -0.26554 0.18542 -0.47
C 0.92718 -1.75761 0.06745 -0.44
C -0.29808 0.22516 -0.48360 -0.26
C -1.54452 -0.30444 0.30733 -0.02
C -2.86160 0.39159 0.15445 -0.66
N -1.06521 -0.15261 1.77769 -0.74
H 1.17966 1.94363 -1.49955 0.23
H 2.47663 2.38107 -0.41862 0.23
H 2.78291 1.76307 -1.93035 0.25
H 2.32383 -0.45698 -1.38485 0.19
H 3.00325 -0.11914 0.15672 0.23
H 1.35975 -2.07310 -0.88227 0.21
H -0.03141 -2.24541 0.11482 0.20
H 1.58932 -2.12242 0.85126 0.22
H -0.40873 1.31058 -0.51400 0.23
H -0.47500 -0.05525 -1.53207 0.22
H -1.70331 -1.39025 0.19775 0.22
H -3.66521 -0.22973 0.54763 0.24
H -2.99302 1.38946 0.56683 0.23
H -3.15440 0.40035 -0.89972 0.25
H -1.29679 -0.96261 2.34560 0.43
H -1.35540 0.67386 2.29656 0.43
H 0.00506 -0.10787 1.56191 0.47
```

Results
2S+1: 1
gap between HOMO and LUMO: 0.3967 hartree
charge: +1

Density functional theory data (ωB97M-V/def2-TZVPD) for a cluster of 2 separate species, C6H17N2S in total in a non-equilibrium geometry.

```
26
Properties=species:S:1:pos:R:3:nbo_charge:R:1
C -1.82699 -0.68980 -1.06017 -0.69
C -0.08381 -2.45238 -1.10956 -0.74
C -0.20641 2.17591 0.37873 -0.68
C 0.45546 0.65871 2.18366 -0.65
C -0.89268 -1.47823 -0.28738 0.49
C 0.53290 0.92400 0.70481 -0.42
N 3.25237 0.79261 -0.75685 -1.09
N -1.17493 -1.71460 0.92087 -0.64
S 1.77042 0.17789 -0.19351 0.82
H -1.33822 0.09365 -1.66483 0.27
H -2.56295 -0.24172 -0.49205 0.23
H -2.24873 -1.38403 -1.87114 0.28
H 0.14416 -1.99237 -2.10758 0.26
H -0.62045 -3.47471 -1.09232 0.29
H 1.01501 -2.81738 -0.78261 0.28
H 0.04344 2.74823 -0.54705 0.23
H 0.10762 3.00974 1.07439 0.23
H -1.25671 2.12982 0.33848 0.22
H 0.88252 -0.29039 2.29893 0.20
H -0.56931 0.78594 2.50433 0.22
H 1.22726 1.30420 2.64686 0.23
H 3.26664 1.42721 -1.59044 0.39
H 4.01598 1.10715 -0.10860 0.41
H 1.30041 0.43472 -1.34195 0.05
H -0.74519 -2.25540 1.58644 0.42
H -1.86080 -1.10900 1.32667 0.41
```

Results
2S+1: 1
gap between HOMO and LUMO: 0.2594 hartree
charge: +1

Density functional theory data (ωB97M-V/def2-TZVPD) for a structure of composition C6H17N3 in a non-equilibrium geometry.

```
26
Properties=species:S:1:pos:R:3:nbo_charge:R:1
C 0.37245 -0.73424 0.60448 -0.29
C -0.67078 0.25274 0.19461 0.18
C 1.21131 -0.08801 -2.12128 0.07
C 0.98449 -0.60817 1.97505 -0.63
C -2.10162 -0.11686 0.63861 -0.67
C -0.38888 1.69195 0.63634 -0.64
N 0.13026 -2.11897 0.31089 -0.87
N -0.62280 0.24977 -1.55097 -0.75
N 2.09576 0.83843 -1.66214 -0.80
H -0.45136 -2.61486 0.99335 0.31
H -0.23505 -2.32578 -0.61019 0.33
H -1.03838 1.10605 -1.91184 0.38
H -1.19658 -0.57764 -1.67501 0.39
H 1.89207 1.82494 -1.70508 0.39
H 2.56090 0.57599 -0.80193 0.40
H 1.01307 -0.02875 -3.18466 0.18
H 1.33450 -1.07753 -1.71225 0.24
H 1.85340 -1.26847 2.04463 0.21
H 1.34581 0.39735 2.20171 0.19
H 0.29729 -0.91213 2.79392 0.13
H -0.53778 1.80809 1.71011 0.23
H -2.17593 -0.09919 1.72984 0.22
H -2.84607 0.56984 0.22364 0.19
H -2.37697 -1.11992 0.30587 0.21
H 0.63636 1.98756 0.41648 0.21
H -1.08545 2.38784 0.15581 0.19
```

Results
2S+1: 1
gap between HOMO and LUMO: 0.1995 hartree

Density functional theory data (ωB97M-V/def2-TZVPD) for the ion C6H17N4 with charge +1 in a non-equilibrium geometry.

```
27
Properties=species:S:1:pos:R:3:nbo_charge:R:1
H -2.61939 -2.49699 1.03322 0.37
N -1.98813 -2.12437 0.29567 -0.13
N -2.11171 -0.88845 0.15052 -0.13
C -1.04906 -0.20008 -0.53589 0.04
N -1.38498 1.14859 -0.69574 -0.51
N -2.78583 1.50341 -0.24892 -0.71
C 0.18365 -0.22919 0.48162 -0.15
C 0.01569 0.69405 1.63491 -0.64
C 1.50783 -0.00679 -0.48174 -0.23
C 2.75164 0.32109 0.45768 -0.62
C 1.72668 -1.22010 -1.32056 -0.63
H -2.61011 -0.04521 0.53361 0.46
H -0.79874 -0.79768 -1.49559 0.25
H -1.09265 1.53485 -1.58516 0.40
H -3.36130 1.77926 -1.16908 0.40
H -2.77608 2.42124 0.29292 0.40
H 0.24604 -1.36832 0.71649 0.21
H 0.09239 1.73948 1.38729 0.24
H 0.76074 0.39161 2.32371 0.25
H -0.98738 0.50924 1.95234 0.19
H 1.32563 0.82812 -1.12815 0.20
H 3.25783 -0.62175 0.83792 0.22
H 2.39708 0.91621 1.27904 0.21
H 3.60653 0.85934 -0.08507 0.24
H 1.84176 -2.12733 -0.55536 0.22
H 1.03261 -1.39012 -2.16077 0.21
H 2.81929 -1.13011 -1.91491 0.24
```

Results
2S+1: 1
gap between HOMO and LUMO: 0.2867 hartree
charge: +1

Density functional theory data (ωB97M-V/def2-TZVPD) for a cluster of 4 separate species, C6H17NO in total in a non-equilibrium geometry.

```
25
Properties=species:S:1:pos:R:3:nbo_charge:R:1
C 1.82561 -2.37241 -1.69502 -0.61
C 0.44239 -2.45420 -1.09112 -0.41
C 0.52018 -1.69618 0.29207 -0.47
C -0.66049 -0.84904 0.62663 -0.11
C -1.04723 0.40880 -0.07080 -0.34
N -0.88243 1.72385 0.66406 -0.80
C -1.83633 1.92948 1.69979 -0.41
H 1.99746 -2.93162 -2.62087 0.19
H 2.52223 -2.81550 -0.96748 0.19
H 2.21245 -1.36017 -1.86273 0.22
H -0.28551 -1.90715 -1.70210 0.20
H 0.06303 -3.45066 -0.84620 0.19
H 0.49031 -2.45976 1.11075 0.19
H 1.48566 -1.16069 0.43438 0.22
H 1.00520 1.58857 1.90596 -0.37
H -1.53369 -1.27742 1.12457 0.15
H -2.14681 0.51608 -0.23017 0.18
H -0.42616 0.50491 -0.96815 0.20
H 0.15186 1.25656 1.48747 0.17
H -1.50551 2.76960 2.33407 0.19
H -2.83975 2.21701 1.32148 0.14
H -1.97832 0.96045 2.22927 0.14
H 0.49040 2.23453 -0.05581 0.52
H 2.02450 2.45086 -0.36479 0.45
O 1.15327 2.65481 -0.70440 -1.03
```

Results
2S+1: 2
gap between HOMO and LUMO (alpha / beta): 0.2097 / 0.2065 hartree
charge: -1

Density functional theory data (ωB97M-V/def2-TZVPD) for a cluster of 2 separate species, C6H17NO in total in a non-equilibrium geometry.

```
25
Properties=species:S:1:pos:R:3:nbo_charge:R:1
C -0.73972 2.86212 -0.33687 -0.62
C -0.18911 1.63185 -1.09858 -0.41
C 0.62721 0.68889 -0.26106 -0.41
C -0.35990 -0.06021 0.70191 -0.40
C -1.24693 -1.09932 0.03849 -0.42
C -0.58665 -2.00796 -1.05330 -0.22
N 0.47576 -2.83878 -0.48194 -0.85
H -1.78297 2.81201 -0.00986 0.20
H -0.58291 3.76065 -0.92156 0.21
H -0.25535 3.03395 0.63447 0.20
H 0.51260 2.00201 -1.85124 0.20
H -1.02102 1.22685 -1.66542 0.21
H 1.48944 1.07822 0.26963 0.23
H 1.06664 -0.01662 -0.98261 0.19
H 0.22041 -0.56752 1.47917 0.17
H -0.93909 0.71103 1.20763 0.21
H -2.19584 -0.70831 -0.34359 0.20
H -1.50786 -1.86689 0.77209 0.20
H -1.39373 -2.61019 -1.46816 0.19
H -0.08130 -1.51362 -1.88139 0.19
H 1.27786 -2.24145 -0.30627 0.35
H 0.20869 -3.39058 0.30483 0.35
O 2.67351 -0.17157 2.27323 -0.93
H 2.25245 0.07995 3.11398 0.47
H 2.07784 -0.79450 1.86643 0.47
```

Results
2S+1: 1
gap between HOMO and LUMO: 0.3632 hartree

The calculation returns the following ΔE to the lowest compared entry with this formula, charge and spin values, one per record and in order: 32.24; 43.92; 106.46; 72.50; 79.38; 18.86 kcal per mole.